{"formula": "C57H114NO17", "method": "ωB97M-V with the def2-TZVPD basis set", "total_energy_ha": -3573.95179, "relative_energy_ev": 2.190, "charge": -1, "symbols": ["C", "C", "C", "C", "C", "C", "N", "O", "C", "C", "C", "H", "H", "H", "H", "H", "H", "H", "H", "H", "H", "H", "H", "H", "H", "H", "H", "H", "H", "C", "C", "O", "C", "H", "H", "H", "H", "H", "H", "C", "C", "O", "C", "H", "H", "H", "H", "H", "H", "C", "C", "O", "C", "H", "H", "H", "H", "H", "H", "C", "C", "O", "C", "H", "H", "H", "H", "H", "H", "C", "C", "O", "C", "H", "H", "H", "H", "H", "H", "C", "C", "O", "C", "H", "H", "H", "H", "H", "H", "C", "C", "O", "C", "H", "H", "H", "H", "H", "H", "C", "C", "O", "C", "H", "H", "H", "H", "H", "H", "C", "C", "O", "C", "H", "H", "H", "H", "H", "H", "C", "C", "O", "C", "H", "H", "H", "H", "H", "H", "C", "C", "O", "C", "H", "H", "H", "H", "H", "H", "C", "C", "O", "C", "H", "H", "H", "H", "H", "H", "C", "C", "O", "C", "H", "H", "H", "H", "H", "H", "C", "C", "O", "C", "H", "H", "H", "H", "H", "H", "C", "C", "O", "C", "H", "H", "H", "H", "H", "H", "C", "C", "O", "C", "H", "H", "H", "H", "H", "H"], "positions_angstrom": [[-0.17942, 2.16971, 0.17388], [0.46494, 0.93887, -0.53895], [1.35378, 0.19519, 0.47678], [0.54067, -0.56044, 1.41952], [-0.33011, -1.57746, 0.63875], [-1.29179, -0.97020, -0.42070], [-0.50332, 0.00894, -1.19097], [-1.26471, 0.62857, -2.27120], [-2.46977, -0.44636, 0.40634], [-1.77210, -2.17163, -1.29794], [1.45799, 1.49880, -1.62306], [-0.74820, 1.91057, 1.06688], [-0.82088, 2.74391, -0.49466], [0.63046, 2.82387, 0.49676], [1.85827, 0.95591, 1.07250], [2.09042, -0.41940, -0.04066], [-0.17464, 0.10959, 1.89649], [1.17198, -1.03047, 2.17359], [-0.84036, -2.27882, 1.29893], [0.37863, -2.25741, 0.16607], [-3.06003, -1.22683, 0.88651], [-3.20525, 0.11788, -0.16707], [-2.18018, 0.21964, 1.21916], [-1.02255, -2.73285, -1.85588], [-2.47287, -1.77823, -2.03432], [-2.35815, -2.88265, -0.71562], [1.89931, 0.70896, -2.23092], [2.24072, 2.12847, -1.20005], [1.05345, 2.15530, -2.39342], [3.72073, 2.71784, 2.65256], [5.20608, 3.13713, 2.51916], [5.61484, 4.27769, 2.77817], [6.18167, 2.02970, 2.10648], [3.62799, 2.10143, 3.54673], [3.31491, 2.11025, 1.84370], [3.08396, 3.58286, 2.83795], [5.79083, 1.07328, 2.45375], [7.22897, 2.20811, 2.35031], [6.06248, 1.91918, 1.02867], [4.85115, 1.44991, -1.92624], [6.14585, 1.96575, -2.46569], [7.09857, 2.09561, -1.70578], [6.28478, 2.34103, -3.90564], [4.90552, 0.92910, -0.97025], [4.19513, 0.90140, -2.60218], [4.41252, 2.34783, -1.49098], [6.01881, 1.42619, -4.43520], [7.29261, 2.67890, -4.14690], [5.64377, 3.22070, -3.96392], [-6.11509, 0.43425, 0.23560], [-6.77778, -0.92471, 0.48829], [-8.03582, -1.00389, 0.56985], [-5.94356, -2.20885, 0.40435], [-6.81423, 1.26605, 0.32162], [-5.65384, 0.42279, -0.75193], [-5.37989, 0.53649, 1.03380], [-6.58243, -3.04353, 0.69287], [-5.15055, -2.18236, 1.15171], [-5.47966, -2.39065, -0.56511], [-1.03136, 4.57021, -4.07241], [-0.09080, 4.59282, -5.28309], [0.70861, 5.52094, -5.46937], [-0.14697, 3.51848, -6.28644], [-0.87165, 5.50593, -3.53666], [-0.72322, 3.72329, -3.45933], [-2.08932, 4.44669, -4.30383], [-1.10557, 3.52875, -6.80519], [-0.05085, 2.51633, -5.86861], [0.56612, 3.59093, -7.10762], [-5.83087, 4.63253, -0.14657], [-4.82070, 3.86969, -0.95502], [-5.00418, 3.65527, -2.15139], [-3.59126, 3.32101, -0.24354], [-5.70895, 5.69907, -0.33560], [-5.67729, 4.51401, 0.92602], [-6.85931, 4.32523, -0.33628], [-2.88643, 2.92992, -0.97727], [-3.90697, 2.54006, 0.44822], [-3.06509, 4.10598, 0.29965], [2.31639, 1.06985, -7.18790], [2.84172, 1.73316, -5.93855], [2.53440, 1.35920, -4.79813], [3.74017, 2.89960, -6.18855], [1.55448, 0.33473, -6.92867], [3.08424, 0.56143, -7.77101], [1.84702, 1.78742, -7.86089], [4.63882, 2.67695, -6.76384], [3.98342, 3.20417, -5.17064], [3.11573, 3.67702, -6.62880], [-0.96684, 6.01896, 2.20142], [-0.82794, 4.74377, 2.93172], [0.26807, 4.30796, 3.29695], [-2.09248, 4.00982, 3.26875], [-1.57176, 5.81864, 1.31709], [-0.03324, 6.50043, 1.91041], [-1.47237, 6.74692, 2.83594], [-2.90676, 4.70514, 3.47268], [-1.98532, 3.31901, 4.10504], [-2.33510, 3.38975, 2.40576], [-0.01369, 1.41122, 6.94236], [0.61782, 0.46934, 5.95704], [0.39763, -0.76135, 5.89153], [1.44748, 1.11081, 4.93568], [0.70523, 2.16795, 7.25639], [-0.33299, 0.80547, 7.79042], [-0.88036, 1.86380, 6.46054], [2.26059, 1.74502, 5.28886], [0.73098, 1.76549, 4.43957], [1.84863, 0.41069, 4.20288], [-1.28935, -5.10127, -5.14130], [0.06927, -4.79263, -4.52343], [0.32022, -3.75500, -3.93548], [1.14265, -5.81581, -4.69807], [-1.18441, -5.43713, -6.17295], [-1.83973, -4.16620, -5.03728], [-1.85722, -5.82542, -4.55715], [0.90923, -6.68924, -4.08918], [2.12875, -5.46898, -4.38917], [1.17428, -6.05771, -5.76042], [3.87463, -1.69122, 4.19734], [4.03252, -0.97218, 5.52564], [4.39739, 0.19698, 5.49199], [3.73421, -1.71351, 6.81053], [2.81170, -1.89840, 4.07347], [4.53243, -2.54840, 4.05363], [4.08186, -0.95765, 3.41823], [4.40010, -2.57423, 6.87269], [2.71128, -2.08307, 6.73882], [3.85865, -1.04839, 7.66506], [2.96608, 5.44158, -3.22937], [2.73721, 5.25191, -1.72964], [3.71147, 4.93627, -1.02111], [1.31319, 5.35680, -1.17192], [3.97643, 5.82319, -3.37661], [2.32388, 6.27350, -3.51847], [2.82927, 4.50528, -3.77043], [1.30177, 5.40381, -0.08299], [0.80926, 4.43006, -1.44636], [0.80332, 6.23580, -1.56623], [-4.16622, -3.09268, -3.93403], [-5.36499, -2.40302, -3.26392], [-5.30389, -1.21267, -2.87026], [-6.65021, -3.20856, -3.16278], [-4.47630, -3.58389, -4.85634], [-3.64231, -3.78477, -3.27475], [-3.53174, -2.25558, -4.22518], [-6.35750, -4.23870, -2.95976], [-7.25643, -3.17328, -4.06796], [-7.16476, -2.87615, -2.26120], [-2.62984, -5.19325, 1.08012], [-1.90346, -5.71101, -0.16292], [-2.47467, -6.41908, -1.02741], [-0.41092, -5.45088, -0.21218], [-3.70972, -5.22206, 0.93471], [-2.36606, -4.14190, 1.19494], [-2.36598, -5.76963, 1.96684], [-0.12333, -5.36926, -1.26038], [0.19393, -6.24973, 0.21688], [-0.16484, -4.54022, 0.33394], [3.93844, -3.60810, -0.06127], [3.08811, -4.89111, -0.03898], [2.55010, -5.22701, 0.99637], [3.01420, -5.67718, -1.30365], [4.91213, -3.75444, -0.52884], [4.13358, -3.26602, 0.95510], [3.43737, -2.79810, -0.59131], [2.43212, -5.07704, -2.00302], [2.52361, -6.64408, -1.19178], [4.02600, -5.90915, -1.63614], [0.39657, -3.80124, 3.69190], [-0.46543, -4.48647, 4.74807], [-1.29792, -5.36196, 4.49901], [0.09671, -4.40746, 6.16204], [1.37328, -4.28201, 3.63714], [0.64196, -2.82575, 4.11178], [0.00094, -3.72933, 2.67879], [0.23747, -3.36041, 6.43034], [1.06185, -4.90659, 6.24848], [-0.58681, -4.93284, 6.82902], [-3.43347, 0.51695, 3.90496], [-3.68991, -0.97167, 3.89482], [-4.75843, -1.35684, 3.36133], [-2.67735, -1.94939, 4.53464], [-4.12189, 1.02860, 3.23236], [-2.40082, 0.67459, 3.59373], [-3.52133, 0.87564, 4.93050], [-2.35455, -1.56645, 5.50276], [-1.82406, -2.11902, 3.87798], [-3.16612, -2.90894, 4.70342]], "forces_ev_per_angstrom": [[0.4, -0.1, -0.2], [-0.4, 0.2, -1.0], [0.2, 1.4, -0.7], [-2.0, -1.5, 0.2], [1.2, -0.5, 0.2], [1.5, -0.4, 0.9], [0.0, 0.1, -1.3], [0.6, -0.2, 1.7], [-1.0, 0.6, -0.2], [-0.6, 1.0, -0.3], [-0.6, 0.0, -0.3], [-0.1, -0.1, 0.0], [0.0, -0.3, -0.2], [0.1, 0.2, 0.1], [0.5, 0.2, -0.3], [0.0, -0.1, -0.1], [0.2, 0.2, 0.5], [-0.2, -0.3, 0.2], [-0.6, 0.3, 0.3], [0.2, 0.0, -0.6], [0.2, -0.5, 0.0], [0.2, 0.1, -0.5], [0.4, 0.1, 0.0], [0.4, 0.4, 0.2], [0.1, 0.2, -0.1], [0.0, -0.1, 0.4], [0.0, -0.3, 0.4], [0.2, -0.3, 0.6], [-0.9, -0.1, 0.1], [0.6, 0.6, 0.4], [0.7, 1.3, 0.5], [-1.1, -2.2, -0.5], [-1.2, 0.1, -0.3], [0.3, -0.2, 0.1], [0.3, 0.2, -0.2], [0.1, 0.1, -0.3], [0.3, -0.1, 0.5], [-0.3, 0.1, 0.1], [0.3, 0.3, -0.3], [-0.4, 0.3, 0.5], [2.0, -0.7, 1.6], [-0.5, 0.0, -0.4], [0.0, 0.1, 0.8], [0.8, -0.6, -0.3], [0.0, 0.5, -0.1], [-0.8, 0.4, -0.7], [-0.4, 0.5, -0.7], [0.0, -0.3, 0.2], [-0.4, -0.3, -0.9], [-0.2, -0.9, 0.8], [-3.3, -0.1, -1.4], [3.5, 0.2, 0.2], [-0.3, 0.3, 1.0], [-0.2, -0.3, -0.1], [0.2, 0.0, 0.1], [0.5, 0.1, -0.2], [-0.1, 0.0, -0.2], [0.1, 0.2, -0.1], [-0.1, 0.4, 0.0], [0.9, 0.2, -0.5], [0.8, 2.1, 0.0], [-1.2, -1.1, 0.6], [-0.4, -1.4, -1.0], [-0.1, -0.1, 0.1], [-0.2, -0.2, 0.2], [0.1, -0.1, -0.2], [-0.4, 0.0, 0.3], [-0.1, 0.0, 0.3], [0.3, 0.5, 0.4], [-0.1, 0.2, 0.8], [0.1, -0.9, -1.6], [0.2, 0.5, 1.6], [-0.1, 0.4, -0.7], [-0.1, 0.1, -0.2], [0.2, -0.1, 0.1], [0.1, 0.1, -0.4], [-0.2, -0.4, 0.0], [0.1, -0.1, 0.1], [-0.2, 0.1, 0.3], [-0.8, -0.6, 0.1], [-0.5, -1.2, 1.1], [0.7, 0.8, -2.3], [-0.3, 0.3, 1.4], [0.1, 0.0, 0.1], [0.3, 0.1, 0.2], [0.1, 0.2, 0.1], [-0.2, 0.0, -0.1], [0.4, 0.4, -0.3], [0.3, 0.2, -0.3], [0.0, 0.7, -0.5], [2.2, -1.1, 1.6], [-1.5, 0.5, -0.6], [-0.2, -0.2, 0.0], [-0.2, 0.3, -0.1], [0.1, -0.5, 0.0], [-0.4, -0.1, 0.0], [-0.1, -0.1, -0.1], [0.3, 0.2, 0.0], [-0.3, 0.1, -0.2], [0.0, -1.0, 0.4], [0.0, -2.6, -0.4], [0.1, 2.4, 0.8], [0.4, 0.4, -1.0], [-0.2, 0.1, -0.1], [-0.2, 0.3, 0.1], [0.0, 0.2, 0.1], [-0.2, 0.0, 0.3], [0.1, 0.4, -0.4], [-0.2, 0.0, 0.1], [0.2, 0.9, 0.7], [0.4, 0.8, 0.6], [-0.6, -0.7, -0.4], [0.3, -0.3, -0.2], [-0.1, 0.0, 0.1], [-0.1, 0.0, -0.5], [0.3, -0.3, 0.0], [-0.1, -0.3, -0.3], [-0.2, 0.3, 0.0], [0.1, -0.5, 0.0], [-0.3, 0.8, 0.0], [0.8, 1.0, -0.6], [-0.4, -1.0, 0.6], [0.0, 0.3, -0.5], [0.0, -0.7, 0.0], [-0.3, -0.2, 0.2], [0.3, 0.0, 0.0], [0.0, -0.1, 0.1], [-0.1, -0.1, 0.2], [0.0, -0.1, -0.1], [-0.1, 1.1, 1.1], [2.1, -1.2, 1.2], [-2.2, 0.7, -1.1], [0.9, 0.1, 0.0], [0.2, -0.4, 0.1], [-0.4, -0.5, -0.7], [-0.4, 0.2, -0.1], [0.3, 0.0, 0.0], [-0.3, 0.1, -0.2], [-0.1, -0.2, -0.2], [-0.5, 1.4, -0.1], [0.1, 2.6, 0.3], [-0.2, -3.5, -1.0], [0.8, -0.1, 1.0], [-0.2, -0.3, 0.1], [-0.1, 0.0, 0.0], [0.5, -0.2, 0.2], [-0.1, -0.2, -0.3], [0.0, 0.2, 0.1], [-0.4, 0.2, -0.4], [-0.3, 0.2, -1.1], [-1.1, -2.3, -0.8], [1.4, 2.0, 2.0], [-0.3, 0.3, -0.4], [0.0, -0.2, 0.0], [0.2, 0.0, 0.4], [0.2, 0.1, 0.0], [0.1, 0.2, 0.0], [-0.3, -0.2, 0.2], [0.1, 0.0, -0.2], [-0.1, -0.2, 0.2], [0.6, 0.6, 1.1], [0.0, -0.1, -0.4], [-0.2, -0.5, 0.0], [-0.1, -0.2, -0.2], [-0.3, -0.1, 0.0], [-0.2, -0.1, -0.2], [0.3, 0.0, -0.4], [-0.2, 0.2, 0.3], [0.0, 0.4, -0.4], [-0.3, 0.6, 0.6], [0.9, -3.1, -0.6], [0.6, 1.9, 0.0], [-0.7, 0.5, 0.0], [-0.1, -0.5, 0.1], [-0.1, 0.4, -0.3], [-0.2, -0.1, 0.3], [0.0, 0.0, 0.3], [0.1, 0.0, -0.4], [0.0, 0.3, 0.1], [0.6, -0.5, 0.1], [-2.6, -1.0, -1.3], [2.8, 0.4, 1.5], [-1.2, 0.4, -0.2], [0.0, -0.1, 0.2], [0.1, 0.2, 0.0], [-0.1, 0.1, 0.1], [0.3, 0.1, -0.1], [0.1, 0.3, 0.0], [-0.1, 0.1, -0.2]]}